ORCA calculation (ωB97M-V with the def2-TZVPD basis set) on C33H48BLiN6S3 as an isolated structure.

```
92
Properties=species:S:1:pos:R:3:lowdin_charge:R:1
N 0.21 -1.39 1.98 -0.0256
H 3.34 3.69 0.24 0.1245
H -7.07 1.87 -0.89 0.0787
C 0.74 1.85 1.19 -0.4946
H 0.74 -5.24 0.23 0.0908
H 5.51 2.12 -2.39 0.0909
N 1.23 0.68 0.81 -0.0054
S -1.58 -0.85 3.90 0.6217
C -5.44 1.69 1.27 -0.2836
H 0.76 3.00 -3.72 0.0872
H 3.67 -5.86 1.10 0.0872
S -0.81 1.47 1.84 1.0061
B -0.07 -0.20 1.07 -0.8145
C 5.58 1.87 0.35 -0.0389
H 4.79 -0.70 -0.09 0.0686
C 4.54 2.24 -1.90 -0.0335
C 4.50 1.39 -0.63 -0.5488
C -7.77 2.31 1.73 -0.0729
H 0.50 -3.92 5.68 0.0805
H -2.71 -3.77 -1.77 0.0753
N 2.40 0.48 0.22 0.2110
H 2.27 -5.95 2.16 0.0861
H 1.35 -0.67 -4.29 0.0906
H 5.57 1.28 1.27 0.0933
S -2.32 -2.39 0.76 0.6898
H 1.60 5.17 1.18 0.0850
H -0.68 2.80 -2.70 0.0948
C -0.75 1.04 -4.82 -0.0566
H -0.28 1.75 -5.51 0.0873
H -7.61 2.22 2.81 0.0796
H 2.17 -5.28 -0.81 0.0863
C 3.04 -5.28 1.77 -0.0636
C -6.47 2.71 1.02 -0.6661
H 4.39 3.30 -1.70 0.0808
H -6.77 4.83 1.38 0.0752
C 2.44 -4.11 0.99 -0.5440
C -0.58 0.05 -2.51 -0.1997
Li -3.29 -0.51 2.13 0.3451
N -0.19 0.22 -1.29 0.1773
N -0.68 -0.56 -0.30 0.0273
C 3.56 -3.25 0.41 -0.0543
H -1.76 1.40 -4.62 0.0963
H -3.98 -2.58 -1.64 0.0859
H -5.08 4.37 1.07 0.0763
H -7.50 3.58 -0.68 0.0751
H 3.65 -4.94 2.60 0.0885
C -0.09 -3.10 5.29 -0.0760
H -8.13 1.34 1.36 0.0796
H 5.74 -0.14 -1.48 0.0917
H -3.22 -2.88 -3.23 0.0810
C 1.55 -3.24 1.88 -0.2008
C -4.59 0.83 1.47 -0.1420
H 0.02 -2.22 5.93 0.0787
C 0.32 -2.78 3.89 -0.2466
C -6.01 4.07 1.56 -0.0746
H 2.06 0.26 -2.96 0.0598
H -5.82 3.11 -1.01 0.0765
H 4.01 -0.47 -1.65 0.0746
H 3.15 -2.40 -0.14 0.0573
H -1.15 -3.36 5.32 0.0807
C 1.20 -3.55 3.22 0.0647
H 1.63 -4.42 3.70 0.1141
C 1.57 -4.65 -0.15 -0.0368
H 4.20 -2.86 1.21 0.0895
H 1.16 -3.83 -0.73 0.0786
H 1.99 0.96 -4.59 0.0887
H -0.04 4.53 0.92 0.0966
C -6.74 2.83 -0.48 -0.0756
H -0.81 0.09 -5.34 0.0785
H 5.46 2.92 0.61 0.0787
H 0.72 4.37 2.50 0.0963
H -1.83 -1.10 -3.86 0.1166
C -1.63 -1.51 -0.50 -0.6225
H 6.57 1.76 -0.12 0.0895
C 0.92 4.36 1.42 -0.0216
C 0.28 2.36 -2.97 -0.0422
C -2.04 -1.74 -1.86 -0.2415
C 1.48 3.04 1.01 -0.2127
C -1.52 -0.96 -2.84 0.0652
C 4.77 -0.07 -0.98 -0.0562
H 3.76 1.92 -2.61 0.0730
H -5.82 4.01 2.63 0.0791
C -3.04 -2.80 -2.15 -0.0739
C 2.70 2.84 0.43 0.0657
H -8.55 3.05 1.56 0.0756
N 1.09 -2.16 1.32 0.1780
H 0.91 2.33 -2.08 0.0597
H 4.18 -3.84 -0.26 0.0899
C 3.14 1.55 0.04 -0.1986
C 1.46 0.34 -3.87 -0.0372
C -0.29 -1.66 3.21 -0.7009
C 0.09 0.95 -3.54 -0.5392
```

2S+1: 1
Kohn-Sham gap: 6.51 eV
Total energy: -2841.7939 a.u.



ORCA calculation (ωB97M-V with the def2-TZVPD basis set) on C33H48Cl2N10O5PSTi as an isolated structure in a non-equilibrium geometry.

```
101
Properties=species:S:1:pos:R:3:mulliken_spin:R:1
N 1.36 0.50 1.98 -0.0032
H -1.11 -1.44 -0.28 -0.0233
N 3.09 0.53 -0.11 -0.0028
N -1.65 -0.86 2.50 0.2110
C -1.13 -3.08 -4.25 0.0007
N 0.53 -4.16 -0.13 0.0028
H -0.31 -3.79 -4.26 0.0000
H -0.66 0.80 -4.23 -0.0003
H -4.35 4.86 -2.66 0.0000
H -1.53 4.99 1.58 -0.0001
C -3.79 3.97 -2.90 0.0003
H -2.19 -3.16 -1.64 -0.0014
C 0.29 -2.84 0.02 -0.0275
H 3.62 -4.19 1.21 0.0000
H 0.52 0.37 2.54 -0.0282
H -2.39 4.97 -4.20 0.0000
O 0.16 -0.34 -1.72 0.0079
H -2.69 1.69 5.20 0.0410
C -2.40 0.97 4.45 0.4801
H 3.19 -2.36 -0.33 -0.0005
C -4.14 2.75 -2.35 0.0009
H -3.98 -0.51 -4.37 0.0000
C -3.19 -1.24 -4.31 0.0000
O 2.27 3.67 1.39 0.0009
Cl -0.63 3.01 -5.12 0.0000
O 2.07 0.13 -2.75 -0.0046
Cl -3.88 0.15 -1.79 -0.0004
O 1.11 2.45 -0.34 -0.0028
C 0.58 -1.29 -3.90 0.0004
H 0.89 3.95 -1.77 0.0008
N 1.22 -1.94 0.31 0.0069
H 0.42 1.19 4.51 -0.0003
H -3.02 -2.89 -0.11 -0.0001
C 3.91 0.99 0.76 0.0254
Ti 1.03 0.23 -0.05 1.0689
C -0.48 -5.08 -0.66 -0.0003
H -4.96 2.67 -1.65 0.0003
C -2.01 2.88 -4.07 -0.0002
H 0.78 -0.54 4.53 -0.0029
N 2.44 0.68 4.06 0.0040
H -0.20 -6.09 -0.33 -0.0001
H 2.02 3.95 3.46 -0.0001
N 5.13 1.52 0.47 0.0069
H 0.98 2.27 -2.37 -0.0067
H -1.79 4.27 -0.02 -0.0008
H -4.48 -2.90 -4.70 0.0000
C -1.20 4.99 0.54 0.0011
H -1.89 -4.80 0.92 0.0000
H 5.51 2.20 1.11 -0.0002
C 2.42 0.68 2.71 0.0157
C -2.10 -3.26 -0.55 0.0031
H 2.02 5.43 2.48 0.0000
H 4.40 0.08 4.61 0.0001
C -3.46 -2.59 -4.50 0.0001
C -2.43 -0.42 4.72 -0.1610
H 3.04 -1.76 1.31 0.0007
N -1.01 -2.43 -0.05 0.0133
C -3.41 1.60 -2.63 -0.0011
H 3.37 0.69 -1.08 0.0061
H 0.92 -0.77 -4.80 0.0000
C 0.57 2.92 -1.60 0.0102
H -2.10 2.43 2.85 -0.0120
C -2.43 -3.52 -4.47 -0.0001
C 2.58 -2.43 0.57 0.0147
C 1.87 -4.71 0.07 0.0001
C 3.67 0.86 4.82 0.0003
H -2.61 -5.35 -0.59 -0.0004
H 1.22 -2.17 -3.83 0.0003
S -1.39 0.91 0.47 0.0141
C 0.98 -0.43 -2.74 -0.0276
C -2.35 1.62 -3.53 -0.0023
C -1.85 -4.70 -0.17 0.0021
N 3.66 0.89 2.11 0.0025
C -2.70 4.03 -3.76 0.0002
H 1.37 0.50 5.83 -0.0012
H -1.34 5.99 0.12 0.0000
H 5.31 1.73 -0.50 -0.0008
N -1.55 0.53 -3.84 -0.0017
C 2.60 -3.85 1.07 -0.0008
H 3.53 4.55 2.73 0.0000
H -2.11 -2.38 3.89 0.0417
C -2.08 -1.31 3.75 0.2756
H -2.74 -0.80 5.68 -0.0052
C -1.74 0.50 2.15 0.2133
H 3.42 0.81 5.87 -0.0002
H 1.76 -5.73 0.41 0.0001
H 2.42 -4.73 -0.88 0.0002
C 2.46 4.44 2.58 0.0007
C -0.85 -1.74 -4.02 -0.0020
H -2.63 -4.57 -4.64 0.0000
C -2.07 1.38 3.13 -0.1261
H 4.12 1.84 4.65 0.0001
H -1.58 -1.53 1.74 -0.0386
H -0.45 -5.07 -1.75 0.0000
H -0.52 2.85 -1.59 0.0009
O 0.21 4.70 0.45 -0.0002
C -1.89 -0.82 -4.04 0.0020
H 4.40 1.20 2.72 -0.0003
P 0.68 3.30 1.10 0.0070
H 2.08 -3.91 2.04 -0.0002
C 1.18 0.45 4.77 0.0034
```

2S+1: 3
Kohn-Sham gap (spin up / spin down): 5.03 / 7.52 eV
Total energy: -4719.5086 a.u.
Net charge: +1
Relative energy (zero: lowest compared OMol25 entry of this formula, charge and spin): 0.349 eV